1.
{"formula": "C33H51BrN8O4Rb", "method": "ωB97M-V/def2-TZVPD", "symbols": ["Rb", "C", "O", "C", "C", "O", "C", "C", "O", "C", "H", "H", "H", "H", "H", "H", "H", "H", "H", "H", "H", "H", "H", "H", "Br", "C", "C", "C", "C", "C", "C", "N", "N", "C", "C", "C", "C", "O", "C", "N", "C", "C", "C", "C", "H", "H", "H", "H", "H", "H", "H", "H", "H", "N", "C", "C", "C", "N", "C", "C", "N", "C", "H", "H", "H", "H", "H", "H", "H", "H", "H", "H", "H", "H", "H", "H", "H", "H", "C", "C", "N", "C", "C", "N", "C", "C", "H", "H", "H", "H", "H", "H", "H", "H", "H", "H", "H", "H"], "positions_angstrom": [[-0.5869, -1.0269, -1.4508], [2.7351, -0.5682, -3.3522], [1.7164, -1.5521, -3.3802], [1.0271, -1.5230, -4.6225], [0.1016, -2.7143, -4.7100], [-1.0458, -2.6221, -3.8798], [-2.1129, -1.8684, -4.4508], [-3.3729, -2.1674, -3.6735], [-3.3757, -1.5735, -2.3835], [-3.9631, -0.2733, -2.3751], [3.3956, -0.6657, -4.2193], [3.3270, -0.7445, -2.4530], [2.3051, 0.4354, -3.3206], [1.7503, -1.5862, -5.4448], [0.4819, -0.5760, -4.7305], [0.6443, -3.6037, -4.3874], [-0.2029, -2.8569, -5.7522], [-2.2529, -2.1582, -5.4982], [-1.8945, -0.7929, -4.4228], [-3.4505, -3.2468, -3.5308], [-4.2448, -1.8317, -4.2436], [-4.9985, -0.3254, -2.7222], [-3.3918, 0.4344, -2.9794], [-3.9509, 0.0811, -1.3453], [0.6206, 2.9203, 6.0225], [0.5829, 3.9879, 4.4525], [1.7353, 4.6280, 4.0287], [1.6809, 5.4400, 2.9050], [0.4978, 5.5749, 2.1892], [-0.6520, 4.9202, 2.6260], [-0.6128, 4.1355, 3.7659], [0.4131, 6.5978, 1.1865], [-0.0675, 6.3988, 0.0633], [-0.2765, 5.0823, -0.4532], [-1.5414, 4.7630, -0.9061], [-1.8400, 3.5315, -1.4638], [-0.8593, 2.5453, -1.7105], [-1.1275, 1.4172, -2.2219], [0.5163, 2.9472, -1.3770], [1.5187, 2.1083, -1.7423], [2.7639, 2.4666, -1.5286], [3.1345, 3.6705, -0.9020], [2.1463, 4.5217, -0.5010], [0.7866, 4.1930, -0.7282], [2.6534, 4.5308, 4.5919], [2.5529, 6.0038, 2.5981], [-1.5853, 5.0637, 2.0993], [-1.5132, 3.6626, 4.1357], [-2.3241, 5.5042, -0.7872], [-2.8529, 3.3113, -1.7766], [3.5380, 1.7973, -1.9054], [4.1791, 3.9232, -0.7757], [2.4004, 5.4728, -0.0542], [3.2295, -0.1808, 0.2630], [3.5270, 0.0593, 1.7297], [3.3980, -1.2744, 2.4618], [1.9629, -1.8128, 2.4275], [1.6573, -2.2675, 1.0503], [0.9720, -0.7499, 2.9088], [1.1224, 0.6424, 2.2996], [0.6548, 0.6788, 0.9065], [2.5786, 1.0995, 2.3045], [4.0501, -0.5427, -0.2182], [2.9036, 0.6623, -0.2226], [2.4604, -0.9085, 0.2323], [4.5508, 0.4293, 1.7827], [3.7033, -1.1139, 3.4973], [4.0884, -2.0137, 2.0442], [1.9010, -2.6540, 3.1259], [0.6564, -2.4590, 0.9584], [2.1318, -3.1500, 0.8816], [1.0960, -0.6498, 3.9903], [-0.0510, -1.1010, 2.7444], [0.5560, 1.3348, 2.9264], [0.7882, 1.6194, 0.5381], [-0.3541, 0.5644, 0.8829], [2.8983, 1.2891, 3.3308], [2.6713, 2.0500, 1.7676], [-1.6410, -4.1101, -0.2176], [-2.7737, -5.0805, 0.2056], [-3.3970, -4.6129, 1.4407], [-2.4109, -4.6452, 2.5155], [-1.1600, -3.8233, 2.1081], [-1.4050, -3.1057, 0.8411], [-2.6371, -2.3050, 1.0075], [-3.8515, -3.2378, 1.2504], [-1.9069, -3.5817, -1.1357], [-0.7042, -4.6434, -0.3987], [-2.3899, -6.0879, 0.3733], [-3.5405, -5.1443, -0.5677], [-2.1470, -5.6829, 2.7226], [-2.8755, -4.2366, 3.4142], [-0.2945, -4.4751, 1.9596], [-0.8990, -3.0956, 2.8793], [-2.8032, -1.7036, 0.1109], [-2.4774, -1.6282, 1.8514], [-4.5290, -3.2196, 0.3955], [-4.4181, -2.9254, 2.1286]], "orbital_gap_ev": 6.2, "multiplicity": 1, "de_lowest_kcal_mol": 22.12, "fmax_ev_per_a": 0.5, "homo_energy_ev": -8.744, "charge": 1, "lumo_ev": -2.506, "energy_ha": -4624.9280}

2.
{"formula": "C6H11NO", "method": "ωB97M-V/def2-TZVPD", "symbols": ["C", "C", "C", "C", "C", "C", "H", "H", "H", "H", "H", "H", "H", "H", "H", "H", "H", "N", "O"], "positions_angstrom": [[-2.3804, -0.3251, 0.7347], [-1.3736, -0.3224, -0.3627], [-0.4294, 0.8157, -0.3691], [1.7259, 1.1454, -0.0799], [1.2879, -0.0822, 0.7849], [0.1364, -0.5276, -0.1051], [-2.0534, 0.3417, 1.5826], [-3.3432, 0.0406, 0.3737], [-2.5138, -1.2860, 1.1883], [-1.6610, -0.8667, -1.3009], [-0.6030, 1.4236, 0.4987], [1.9658, 2.0286, 0.5381], [2.5047, 0.8439, -0.7564], [2.0282, -0.8826, 0.8002], [1.0069, 0.1517, 1.8270], [1.2117, -2.0399, -1.0894], [1.2000, -0.6734, -1.9515], [0.6322, -1.2449, -1.2845], [0.6580, 1.4596, -1.0288]], "orbital_gap_ev": 9.6, "multiplicity": 1, "de_lowest_kcal_mol": 109.29, "fmax_ev_per_a": 2.2, "homo_energy_ev": -8.514, "lumo_ev": 1.045, "energy_ha": -365.0573}

3.
{"formula": "C2H7N5", "method": "ωB97M-V/def2-TZVPD", "symbols": ["C", "C", "N", "N", "N", "N", "N", "H", "H", "H", "H", "H", "H", "H"], "positions_angstrom": [[-0.3536, -0.0867, -0.0765], [0.2959, 1.1652, 0.4778], [0.1462, -2.3227, -0.2929], [-1.0880, -0.0037, -1.2494], [0.4396, 1.1517, 1.8331], [0.3307, -1.0915, 0.3163], [0.5934, 2.1961, -0.1986], [0.8759, -2.9585, 0.0254], [0.1131, -2.2821, -1.3097], [-1.6212, 0.8519, -1.3320], [-1.5714, -0.8559, -1.4926], [0.4183, 0.2417, 2.2631], [0.9766, 1.9067, 2.2271], [0.4446, 2.0878, -1.1913]], "orbital_gap_ev": 9.4, "multiplicity": 1, "de_lowest_kcal_mol": 18.37, "fmax_ev_per_a": 2.4, "homo_energy_ev": -8.550, "lumo_ev": 0.868, "energy_ha": -354.1621}

4.
{"formula": "C4H13N", "method": "ωB97M-V/def2-TZVPD", "symbols": ["C", "C", "H", "H", "H", "H", "H", "H", "C", "N", "C", "H", "H", "H", "H", "H", "H", "H"], "positions_angstrom": [[3.1780, -0.8677, 0.0676], [2.1935, -1.1071, -1.0820], [4.0634, -1.5161, 0.0282], [2.7550, -1.0195, 1.0650], [3.5784, 0.1460, 0.0052], [1.6531, -2.0365, -0.9934], [1.4424, -0.3242, -1.0199], [2.7508, -1.1540, -2.0158], [-2.5636, 0.7624, -0.7423], [-1.5180, 1.0842, 0.2247], [-1.8406, 0.5672, 1.5464], [-2.5074, -0.2901, -0.9984], [-3.5820, 0.9849, -0.4266], [-2.3779, 1.2856, -1.6816], [-1.4733, 2.0933, 0.2943], [-2.8116, 0.9436, 1.9150], [-1.1301, 0.9640, 2.2665], [-1.8101, -0.5159, 1.5471]], "orbital_gap_ev": 10.1, "multiplicity": 1, "de_lowest_kcal_mol": 7.11, "fmax_ev_per_a": 0.9, "homo_energy_ev": -9.001, "lumo_ev": 1.105, "energy_ha": -214.9219}

5.
{"formula": "C24H31AsCl2IrN5O3PS3", "method": "ωB97M-V/def2-TZVPD", "symbols": ["Ir", "S", "C", "N", "C", "C", "C", "C", "C", "C", "S", "H", "H", "H", "H", "C", "N", "C", "N", "C", "N", "C", "P", "C", "C", "H", "H", "H", "H", "H", "H", "H", "H", "H", "H", "H", "H", "C", "As", "C", "C", "H", "H", "H", "H", "H", "H", "H", "H", "H", "Cl", "C", "Cl", "H", "H", "O", "C", "N", "S", "O", "O", "C", "C", "C", "C", "C", "C", "H", "H", "H", "H"], "positions_angstrom": [[-0.2314, -0.3215, -0.4918], [-0.1338, 0.2488, 1.7835], [1.5479, 0.2199, 1.4212], [1.7188, -0.0857, 0.1561], [3.0585, -0.1476, -0.2136], [3.5768, -0.4572, -1.4680], [4.9496, -0.4626, -1.6156], [5.7963, -0.1612, -0.5419], [5.2884, 0.1525, 0.7044], [3.9055, 0.1547, 0.8574], [2.9838, 0.4985, 2.3071], [2.9205, -0.6791, -2.2990], [5.3802, -0.7002, -2.5788], [6.8673, -0.1728, -0.6898], [5.9452, 0.3853, 1.5315], [-0.6628, 5.0809, -0.7590], [-0.7473, 4.3528, -2.0276], [0.5354, 4.4239, -2.7325], [1.6405, 3.9145, -1.9252], [1.6864, 4.6576, -0.6652], [0.4288, 4.5968, 0.0797], [0.1581, 3.2830, 0.6388], [-0.0765, 2.1102, -0.7711], [-1.2611, 3.0177, -1.8893], [1.4972, 2.4830, -1.6804], [-1.6081, 4.9897, -0.2238], [-0.4881, 6.1334, -0.9796], [0.7331, 5.4689, -2.9693], [0.4696, 3.8642, -3.6659], [1.8963, 5.7032, -0.8890], [2.4947, 4.2698, -0.0440], [-0.7280, 3.2971, 1.2719], [1.0120, 2.9564, 1.2345], [-2.2604, 3.0233, -1.4574], [-1.2813, 2.5027, -2.8503], [1.5041, 1.9394, -2.6264], [2.3527, 2.1451, -1.0964], [0.0222, -4.0921, -0.9297], [0.1904, -2.6940, 0.3905], [-0.9464, -3.2057, 1.8569], [1.9639, -2.9889, 1.0866], [0.0271, -5.0335, -0.3792], [0.8728, -4.0693, -1.6077], [-0.9106, -3.9813, -1.4704], [-0.6201, -4.1980, 2.1693], [-1.9795, -3.2361, 1.5219], [-0.8275, -2.5038, 2.6773], [2.0382, -4.0602, 1.2753], [2.1007, -2.4571, 2.0257], [2.7289, -2.7006, 0.3709], [0.1464, 0.9382, -4.7012], [-0.5970, -0.5684, -4.2433], [0.1648, -1.2818, -2.7395], [-0.3927, -1.3247, -4.9930], [-1.6508, -0.4592, -4.0262], [-2.5892, 1.7184, 0.4726], [-3.0269, 0.7655, -0.1457], [-2.2414, -0.0364, -0.9983], [-3.1495, -1.3894, -1.4760], [-2.7015, -2.5497, -0.7480], [-3.1671, -1.4855, -2.9042], [-4.6707, -0.8068, -0.8522], [-5.9251, -1.3573, -1.0165], [-6.9792, -0.6905, -0.4029], [-6.7693, 0.4781, 0.3267], [-5.4994, 1.0211, 0.4633], [-4.4461, 0.3566, -0.1421], [-6.0842, -2.2597, -1.5908], [-7.9819, -1.0845, -0.4982], [-7.6142, 0.9731, 0.7857], [-5.3294, 1.9360, 1.0145]], "orbital_gap_ev": [7.8, 4.1], "multiplicity": 2, "de_lowest_kcal_mol": 12.04, "fmax_ev_per_a": 1.5, "homo_energy_ev": [-13.997, -13.633], "charge": 2, "lumo_ev": [-6.247, -9.531], "energy_ha": -6228.5600}

6.
{"formula": "C39H38NO12S2W", "method": "ωB97M-V/def2-TZVPD", "symbols": ["W", "O", "C", "O", "C", "C", "C", "C", "C", "O", "C", "C", "O", "O", "H", "H", "H", "H", "H", "H", "H", "H", "C", "C", "O", "C", "C", "C", "C", "C", "C", "O", "H", "H", "H", "H", "H", "H", "H", "C", "C", "C", "C", "C", "C", "C", "S", "O", "O", "N", "C", "C", "O", "O", "H", "H", "H", "H", "H", "H", "H", "H", "H", "O", "S", "C", "C", "C", "C", "C", "C", "C", "C", "C", "C", "C", "C", "C", "C", "H", "H", "H", "H", "H", "H", "H", "H", "H", "H", "H", "H", "H", "H"], "positions_angstrom": [[-0.4815, -0.3929, 0.5520], [-2.7553, -1.2451, -2.1209], [-2.3055, -1.8773, -1.2184], [-1.0441, -1.6536, -0.7387], [-2.9771, -2.9984, -0.4594], [-1.9712, -4.0092, 0.1342], [-2.7318, -5.2504, 0.6132], [-3.3987, -4.7188, 1.9075], [-2.8928, -3.2721, 1.9220], [-1.5856, -3.3742, 1.3599], [-3.6699, -2.4771, 0.8417], [-3.5615, -0.9909, 1.0426], [-4.4663, -0.2337, 1.2098], [-2.2796, -0.5170, 1.1007], [-3.7076, -3.4517, -1.1274], [-1.0919, -4.1894, -0.4801], [-3.4453, -5.6175, -0.1226], [-2.0299, -6.0529, 0.8324], [-4.4854, -4.7790, 1.8901], [-3.0444, -5.2528, 2.7866], [-2.8360, -2.7870, 2.8941], [-4.7324, -2.7095, 0.8459], [2.9633, 2.3680, 0.8671], [1.6943, 1.8220, 0.3007], [1.2375, 0.7993, 0.8678], [1.0650, 2.4218, -0.8428], [1.6958, 3.4705, -1.5426], [1.1215, 4.0069, -2.6677], [-0.1050, 3.5126, -3.1202], [-0.7585, 2.4966, -2.4569], [-0.1746, 1.9457, -1.3170], [-0.8409, 0.9867, -0.6814], [3.2271, 1.8106, 1.7616], [2.8581, 3.4271, 1.1009], [3.7633, 2.2652, 0.1321], [2.6463, 3.8508, -1.1973], [1.6159, 4.8025, -3.2057], [-0.5529, 3.9365, -4.0096], [-1.7081, 2.1083, -2.7957], [1.2891, -6.8003, -3.7170], [1.4348, -5.5146, -2.9580], [0.7043, -4.3866, -3.3242], [0.8598, -3.1838, -2.6537], [1.7628, -3.1126, -1.6046], [2.5105, -4.2184, -1.2225], [2.3343, -5.4135, -1.8960], [1.9716, -1.6109, -0.7300], [3.3618, -1.4433, -0.4252], [1.2455, -0.5605, -1.4493], [1.0999, -1.7113, 0.6295], [1.7655, -1.9753, 1.8944], [1.0013, -1.1761, 2.9266], [1.3293, -0.9101, 4.0421], [-0.1941, -0.8040, 2.4187], [0.2792, -6.9177, -4.1075], [1.5213, -7.6596, -3.0905], [1.9737, -6.8146, -4.5670], [0.0096, -4.4463, -4.1527], [0.2951, -2.3086, -2.9433], [3.2317, -4.1427, -0.4195], [2.9131, -6.2799, -1.6040], [2.8123, -1.6711, 1.8837], [1.7064, -3.0323, 2.1729], [-0.9393, 1.4891, 1.6977], [-1.7680, 1.3737, 2.9960], [-3.0098, 2.6508, 2.7280], [-4.1055, 2.6929, 3.7621], [-4.6708, 3.9250, 4.0741], [-5.6960, 4.0123, 5.0021], [-6.1609, 2.8672, 5.6320], [-5.6042, 1.6374, 5.3198], [-4.5851, 1.5476, 4.3835], [-0.6745, 2.1095, 4.2296], [-1.3032, 2.0260, 5.5911], [-1.9035, 3.1362, 6.1720], [-2.5252, 3.0257, 7.4054], [-2.5482, 1.8042, 8.0617], [-1.9400, 0.6957, 7.4912], [-1.3160, 0.8054, 6.2589], [-3.3970, 2.3909, 1.7389], [-2.4888, 3.6066, 2.6518], [-4.3027, 4.8225, 3.5917], [-6.1292, 4.9756, 5.2347], [-6.9556, 2.9343, 6.3627], [-5.9650, 0.7398, 5.8039], [-4.1678, 0.5779, 4.1451], [-0.4501, 3.1302, 3.9173], [0.2275, 1.4982, 4.1679], [-1.8908, 4.0891, 5.6562], [-2.9926, 3.8916, 7.8534], [-3.0343, 1.7173, 9.0241], [-1.9444, -0.2524, 8.0113], [-0.8216, -0.0503, 5.8131]], "orbital_gap_ev": 6.9, "multiplicity": 1, "fmax_ev_per_a": 1.0, "homo_energy_ev": -11.064, "charge": 1, "lumo_ev": -4.185, "energy_ha": -3329.9893}

7.
{"formula": "C4H13N5", "method": "ωB97M-V/def2-TZVPD", "symbols": ["C", "C", "C", "N", "H", "H", "H", "H", "H", "H", "H", "C", "N", "N", "N", "N", "H", "H", "H", "H", "H", "H"], "positions_angstrom": [[1.3516, -1.1684, 1.2407], [1.7127, -0.2225, -1.4844], [1.4904, 0.6281, -0.2712], [1.3842, 0.2371, 0.9353], [1.6352, 1.7001, -0.4039], [0.5155, -1.6774, 0.7466], [1.2426, -1.2715, 2.3210], [2.2748, -1.6702, 0.9325], [0.7678, -0.7071, -1.7406], [2.4413, -1.0081, -1.2865], [2.0392, 0.3756, -2.3309], [-1.6558, 0.0402, 0.1700], [-1.2560, 2.0000, -1.0151], [-1.7626, 0.6345, 1.4130], [-1.8839, -1.3333, 0.1495], [-1.3285, 0.6059, -0.9347], [-0.6953, 2.4115, -0.2680], [-0.8368, 2.2218, -1.9121], [-2.5408, -1.6559, 0.8467], [-1.9833, -1.6796, -0.7946], [-1.6124, 0.0113, 2.1919], [-1.3000, 1.5282, 1.4948]], "orbital_gap_ev": 8.7, "multiplicity": 1, "de_lowest_kcal_mol": 21.24, "fmax_ev_per_a": 1.5, "homo_energy_ev": -7.669, "lumo_ev": 0.992, "energy_ha": -433.9363}

8.
{"formula": "CHF3N3", "method": "ωB97M-V/def2-TZVPD", "symbols": ["C", "N", "N", "N", "F", "F", "F", "H"], "positions_angstrom": [[-1.5675, -0.2345, -0.2517], [-1.1514, -1.2698, 0.3806], [-0.3994, -0.7702, -0.6728], [1.1849, 0.2297, 0.0661], [-2.3811, 0.6972, -0.4030], [1.0862, 1.5486, -0.0690], [1.1912, -0.0626, 1.3596], [2.0370, -0.1384, -0.4097]], "orbital_gap_ev": [9.8, 9.8], "multiplicity": 1, "de_lowest_kcal_mol": 58.09, "fmax_ev_per_a": 1.7, "homo_energy_ev": [-16.639, -16.639], "charge": 1, "lumo_ev": [-6.866, -6.867], "energy_ha": -501.9581}